Record 1
Molecular formula: C35H29F5IN5O7ReSSe
Method: DFT, wB97M-V/def2-TZVPD

Positions of all 85 atoms, in Å:
Re -0.214283 0.455461 0.845177
C -0.590199 5.366014 1.148369
C 0.725651 4.700766 1.352610
N 1.781790 5.479028 1.355737
C 3.001736 4.973580 1.579663
C 3.210340 3.654395 1.873364
C 4.595548 3.141514 2.173123
O 4.771996 2.782626 3.542170
C 2.101047 2.779448 1.864836
C 2.254796 1.453392 2.378809
N 1.424931 0.489888 2.190556
C 1.639951 -0.711047 2.916949
C 2.908843 -1.262261 3.072247
C 3.080573 -2.441635 3.775996
C 1.988682 -3.095264 4.326413
C 0.719456 -2.560150 4.173627
C 0.553460 -1.376214 3.479167
I -1.388093 -0.581134 3.126508
C 0.810686 3.269164 1.526970
O -0.242674 2.510080 1.421699
H -0.435969 6.434232 1.028274
H -1.091734 4.969756 0.259738
H -1.262466 5.164858 1.984580
H 3.816100 5.688221 1.533764
H 4.785804 2.228504 1.606572
H 5.334174 3.894646 1.881443
H 4.680866 3.575829 4.079097
H 3.084237 1.302798 3.065035
H 3.756719 -0.785250 2.600372
H 4.072715 -2.856091 3.892082
H 2.118735 -4.021866 4.868904
H -0.142906 -3.068623 4.583195
O -1.131295 -1.488717 -1.852810
C -2.054833 -1.142667 -1.140993
N -2.029369 -0.096361 -0.265159
S -3.570179 0.201494 0.290495
O -4.194137 1.275523 -0.422713
O -3.605984 0.278581 1.729755
C -4.305769 -1.292091 -0.332736
C -5.583647 -1.797732 -0.224134
C -5.884402 -2.941285 -0.953848
C -4.924009 -3.550064 -1.755987
C -3.644252 -3.023286 -1.856184
C -3.356642 -1.869627 -1.148048
H -6.326153 -1.320589 0.400819
H -6.877802 -3.364484 -0.890425
H -5.186612 -4.440650 -2.311462
H -2.878680 -3.484722 -2.464764
C 1.615728 -1.376200 -3.105335
N 0.824744 -0.209889 -3.439797
C 0.120089 -0.077317 -4.607390
C -0.430580 1.157725 -4.606598
N -0.059491 1.763555 -3.431463
C -0.262124 3.170040 -3.149050
C 0.669295 0.896014 -2.699511
Se 1.365687 1.195929 -0.966660
H 2.164757 -1.693871 -3.990853
H 0.962913 -2.180005 -2.773506
H 2.303206 -1.124611 -2.301493
H 0.066195 -0.868994 -5.331924
H -1.035578 1.659191 -5.339726
H -1.316420 3.422609 -3.233141
H 0.303519 3.768489 -3.864494
H 0.098812 3.381123 -2.146637
O 2.374757 -1.534767 0.189440
C 1.313501 -2.146923 0.251038
O 0.162833 -1.648043 0.576299
C 1.306228 -3.617569 -0.059423
C 0.192486 -4.420582 0.152073
C 0.244086 -5.767583 -0.176663
C 1.394375 -6.309432 -0.730532
C 2.508606 -5.508978 -0.947193
C 2.464104 -4.169180 -0.601654
H -0.704016 -3.986991 0.575982
H -0.614537 -6.402697 0.001092
H 1.429142 -7.361967 -0.981041
H 3.407226 -5.931655 -1.377207
H 3.319971 -3.523056 -0.739590
F -1.745023 2.593361 -0.825205
C -2.521521 3.600549 -0.438565
F -2.985541 3.366923 0.761770
C -3.581833 3.964226 -1.468553
F -3.606568 3.140732 -2.520261
F -3.250409 5.180529 -1.996908
F -4.795385 4.101297 -0.966171

Cartesian forces, eV/Å:
0.5 -0.4 0.6
-0.2 -0.2 0.0
0.0 -0.3 0.0
-0.2 0.1 0.0
0.1 -0.1 0.0
0.1 -0.1 0.0
-0.1 0.1 0.0
0.1 -0.1 0.1
-0.6 0.5 -0.3
0.1 -0.2 0.3
0.1 0.0 -0.5
0.1 -0.4 0.4
0.0 0.1 0.0
0.0 0.0 0.1
0.0 0.0 0.0
-0.1 0.0 0.0
-0.3 0.2 0.0
0.7 -0.2 0.1
0.9 0.0 0.1
-0.5 -0.7 -0.3
0.0 0.0 0.0
0.1 0.2 0.0
0.0 0.0 0.0
0.1 -0.1 0.0
0.1 0.1 0.0
0.0 -0.1 -0.1
-0.1 0.0 0.0
0.0 -0.1 0.0
0.0 0.0 -0.1
0.0 0.0 -0.1
0.0 0.0 0.0
0.0 0.0 0.0
0.0 0.1 -0.1
0.4 -0.3 -0.6
-0.5 0.3 0.4
-0.1 -0.5 -0.1
0.0 0.3 -0.2
0.0 0.0 0.1
0.6 0.1 -0.2
-0.2 0.1 0.2
0.0 0.1 0.1
0.0 0.0 0.0
0.0 0.0 0.0
-0.2 -0.2 0.1
0.0 0.0 0.0
0.0 0.0 0.0
0.0 0.0 0.0
0.0 0.0 0.0
0.0 -0.3 0.2
-0.1 0.3 -0.1
-0.1 0.1 -0.2
0.0 -0.1 -0.2
0.0 -0.4 0.0
0.0 0.4 0.0
-0.1 0.2 0.3
0.3 0.0 -0.3
0.0 0.1 0.0
-0.1 0.0 0.1
0.0 0.0 0.0
0.0 0.0 0.0
0.0 0.0 0.0
0.0 -0.1 0.0
0.0 -0.1 0.0
0.0 0.0 0.0
-0.3 -0.1 0.0
0.5 0.1 0.0
-0.3 1.2 0.1
0.0 0.0 -0.1
0.0 0.0 0.0
-0.1 0.0 0.0
0.1 -0.1 0.0
-0.1 0.0 0.0
0.0 0.0 0.0
0.0 0.0 0.0
0.0 0.0 0.0
0.0 0.0 0.0
0.0 0.0 0.0
0.0 0.0 0.0
-0.1 0.6 -0.2
-0.5 -1.5 0.0
0.0 0.5 0.3
0.1 1.1 -0.9
-0.1 -0.3 0.3
0.1 -0.1 0.2
0.0 -0.3 0.2

As for the spin multiplicity: 4. The total energy comes out at -158548.222 eV. As for the energy above the lowest of the compared OMol25 structures with the same formula, charge and spin: 9.1 kcal/mol. The net charge is 0. As for the expectation value of S²: 3.765. The LUMO energy (spin up / spin down) comes out at -0.22 / -0.47 eV.


Record 2
Molecular formula: C35H29F5N4O6PRb
Method: DFT, wB97M-V/def2-TZVPD

Positions of all 81 atoms, in Å:
Rb -0.734918 1.477566 0.098637
C -3.725577 1.080703 -1.469148
N -3.456082 0.275304 -0.293508
C -3.879628 -1.088574 -0.480647
C -4.025766 0.886905 0.901579
C -3.581622 0.277782 2.230228
N -2.155115 0.428492 2.391158
C -1.611314 0.318935 3.585179
C -0.205168 0.595356 3.722009
F 0.469501 0.913578 2.589309
C 0.468491 0.585803 4.907964
F 1.789844 0.891552 4.901037
C -0.135517 0.256402 6.118948
C -1.474105 -0.069230 6.021258
F -2.140675 -0.440412 7.145823
C -2.185039 -0.054618 4.843310
F -3.487862 -0.457456 4.903099
H -4.810761 1.168083 -1.669561
H -3.243013 0.637211 -2.340943
H -3.327920 2.090191 -1.339897
H -4.980568 -1.170933 -0.592761
H -3.576428 -1.704008 0.364093
H -3.410506 -1.502091 -1.375188
H -5.134380 0.857572 0.845317
H -3.731707 1.940243 0.896307
H -3.913791 -0.771353 2.281535
H -4.170010 0.794323 3.000906
H 0.406201 0.246446 7.050122
O 1.336485 1.732473 -2.175747
C 1.025590 0.525271 -2.131598
O -0.122594 0.039223 -1.976779
C 2.125861 -0.515889 -2.170731
C 3.225414 -0.307182 -2.994081
C 4.217376 -1.268299 -3.108650
C 4.123785 -2.433807 -2.362781
C 3.044739 -2.628377 -1.510886
C 2.023816 -1.684256 -1.404993
P 0.612260 -1.866564 -0.196617
C 1.375316 -3.092907 0.949516
C 1.370690 -4.476735 0.784906
C 2.005663 -5.307760 1.697315
C 2.658547 -4.763874 2.796278
C 2.655076 -3.388936 2.982077
C 2.008818 -2.562861 2.072890
C -0.574699 -2.936126 -1.091742
C -1.463758 -3.715457 -0.353734
C -2.439227 -4.472247 -0.984029
C -2.554164 -4.442620 -2.367845
C -1.683889 -3.657249 -3.110618
C -0.699517 -2.910090 -2.476882
H 3.276607 0.626933 -3.539328
H 5.064008 -1.108033 -3.766213
H 4.897352 -3.190147 -2.429203
H 3.009635 -3.527392 -0.910202
H 0.868249 -4.912891 -0.070244
H 1.990450 -6.380896 1.546776
H 3.155179 -5.409690 3.510282
H 3.139163 -2.950487 3.845870
H 1.984720 -1.492232 2.247195
H -1.398684 -3.728235 0.728785
H -3.122150 -5.066678 -0.389410
H -3.326047 -5.019678 -2.863231
H -1.773362 -3.615459 -4.189387
H -0.038235 -2.277585 -3.053878
F 2.606970 4.627516 -4.789014
C 2.490071 5.263600 -3.606880
C 1.814347 4.724987 -2.583350
N 1.717109 5.350675 -1.363329
C 0.885523 4.715026 -0.327160
C -0.593137 4.586818 -0.742910
O -0.919729 4.996177 -1.866219
O -1.303537 4.038274 0.139235
C 2.255779 6.585898 -1.146997
O 2.214925 7.200934 -0.095267
N 2.942166 7.109142 -2.239271
C 3.118813 6.559989 -3.497914
O 3.757374 7.140913 -4.362524
H 1.347991 3.749329 -2.643533
H 0.949783 5.325256 0.568953
H 1.321904 3.734978 -0.124895
H 3.358609 8.013451 -2.088169

Cartesian forces, eV/Å:
-0.1 0.0 0.5
0.0 0.0 0.0
0.1 0.2 0.1
0.0 -0.1 -0.1
0.0 0.0 -0.1
-0.1 0.0 -0.1
0.0 -0.1 0.3
0.0 0.0 -0.2
-0.2 0.0 0.1
0.2 0.0 0.1
0.0 -0.1 -0.1
0.1 0.0 0.0
0.1 0.0 -0.1
-0.2 0.0 0.0
0.0 0.0 0.1
0.1 0.0 0.0
-0.1 0.0 0.0
0.0 0.0 0.0
0.0 0.0 0.0
0.0 0.0 0.0
0.0 0.0 0.0
0.0 0.0 0.0
0.0 0.0 0.0
0.0 0.0 0.0
0.0 0.0 0.0
0.0 0.0 0.0
0.1 0.1 0.0
0.0 0.0 0.0
0.1 -0.2 -0.1
-0.1 -0.1 0.2
0.1 -0.4 -0.7
0.1 0.0 -0.1
0.0 0.0 0.0
0.0 0.0 0.0
0.0 0.0 0.0
0.0 0.0 0.1
-0.1 -0.1 0.0
0.3 0.3 -0.2
-0.1 -0.1 0.0
0.1 -0.1 0.0
0.0 0.0 0.0
0.0 0.0 0.0
0.0 0.0 0.0
0.0 0.0 0.0
0.1 0.0 0.0
-0.1 0.0 0.0
0.0 0.0 0.0
0.0 0.0 0.0
0.0 0.0 0.0
0.0 0.0 -0.1
0.0 0.0 0.0
0.0 0.0 0.0
0.0 0.0 0.0
0.0 0.0 0.0
0.0 0.0 0.0
0.0 0.0 0.0
0.0 0.0 0.0
0.0 0.0 0.0
0.0 0.0 0.0
0.0 0.0 0.0
0.0 0.0 0.0
0.0 0.0 0.0
0.0 0.0 0.0
0.0 0.0 0.0
0.0 0.0 0.0
0.1 0.2 0.0
-0.1 0.0 0.1
-0.2 -0.1 0.0
0.4 0.3 -0.2
-0.6 -0.1 0.0
0.1 0.1 0.0
0.1 0.5 -0.1
0.3 0.0 0.0
-0.1 0.0 0.0
-0.1 0.0 0.1
0.0 -0.2 -0.2
0.0 0.1 0.1
0.0 0.0 0.0
0.1 0.0 0.0
-0.1 0.0 0.0
0.0 0.0 0.0

The total energy comes out at -78547.382 eV. As for the energy above the lowest of the compared OMol25 structures with the same formula, charge and spin: 9.8 kcal/mol. The net charge is -2. The LUMO energy comes out at 3.84 eV.


Record 3
Molecular formula: C35H29N9O2RbSe2
Method: DFT, wB97M-V/def2-TZVPD

Positions of all 78 atoms, in Å:
Rb 0.913822 1.276056 1.316836
O 0.815539 3.738667 2.625170
C -0.086990 4.549730 3.028966
C 0.349755 5.799152 3.633385
C -0.528005 6.638887 4.208231
C -1.919599 6.375659 4.191223
C -2.337202 5.200120 3.640497
C -1.505627 4.253879 3.006545
C -2.183113 2.952298 2.732200
N -1.821055 1.966444 1.957264
N -2.781431 0.910728 2.059445
C -2.132416 -0.156642 2.451182
O -0.903949 -0.331199 2.739757
C -2.952528 -1.431717 2.479993
C -2.366416 -2.601362 2.912104
C -2.960011 -3.777050 2.552588
C -4.169998 -3.805897 1.925602
C -4.882559 -2.666858 1.688305
C -4.233065 -1.462519 1.946968
H 1.379807 5.997091 3.702822
H -0.088015 7.462596 4.793271
H -2.552644 7.125658 4.674335
H -3.395510 4.930430 3.754896
H -3.087414 2.811889 3.362814
H -1.327849 -2.565835 3.216902
H -2.368206 -4.696537 2.732954
H -4.625807 -4.729540 1.579918
H -5.793181 -2.619287 1.152433
H -4.626374 -0.489753 1.657598
Se 3.426796 4.088231 -1.936989
Se 3.838195 1.964316 -2.858436
C 4.117100 0.950871 -1.248200
C 4.470192 -0.334371 -1.462650
C 4.682810 -1.176852 -0.429447
C 4.485212 -0.670797 0.879527
C 4.072695 0.650814 0.993676
N 3.871613 1.439818 -0.083223
C 1.579528 4.122109 -1.356673
C 1.270229 5.256067 -0.599156
C -0.027419 5.348119 -0.145615
C -0.932330 4.352109 -0.479671
C -0.529332 3.306847 -1.239189
N 0.772006 3.117991 -1.638235
H 4.672338 -0.725809 -2.434185
H 5.004334 -2.225403 -0.597929
H 4.676746 -1.283285 1.755720
H 3.958269 1.095845 1.969894
H 2.072853 5.998535 -0.355520
H -0.265929 6.201986 0.424396
H -1.946653 4.348277 0.028006
H -1.213671 2.500261 -1.386334
C 0.814882 -0.562845 -3.240177
C -0.009658 -0.976948 -2.112466
N 0.219115 -0.673173 -0.850735
C -0.671884 -1.473759 -0.135699
C -1.463915 -2.176342 -0.979011
N -1.030170 -1.869223 -2.297474
C -1.333708 -2.569974 -3.456210
N -0.239020 -3.533783 -3.743455
N -0.127062 -3.856706 -5.105710
N 0.629441 -4.864114 -5.166166
C 1.094450 -5.215143 -3.956004
C 1.955804 -6.278382 -3.710993
C 2.340734 -6.426226 -2.399392
C 1.843018 -5.527858 -1.445854
C 0.959942 -4.515983 -1.664801
C 0.547721 -4.379755 -2.996817
H 0.341798 0.001912 -4.034513
H 1.210899 -1.469898 -3.637894
H 1.588845 0.150090 -2.992355
H -0.754706 -1.402808 0.949170
H -2.287150 -2.853874 -0.771691
H -1.323483 -1.921865 -4.325959
H -2.328712 -3.009676 -3.429305
H 2.196657 -6.890784 -4.572068
H 3.064336 -7.190355 -2.142839
H 2.235989 -5.630815 -0.484381
H 0.640293 -3.862480 -0.821172

Cartesian forces, eV/Å:
-0.2 0.4 0.2
-0.4 0.0 -0.3
0.9 -0.8 -0.3
-1.3 -1.3 -0.7
-0.5 0.8 0.7
0.8 1.3 0.6
-1.0 -0.6 -0.2
0.1 0.2 0.6
1.0 -0.5 -0.5
-1.3 1.9 1.3
1.4 -0.1 0.1
-0.3 -0.9 0.2
0.0 0.5 -0.1
-0.4 0.9 0.2
0.8 0.5 -0.9
1.3 -1.8 0.7
-1.4 -1.6 -0.4
1.2 1.9 0.0
-0.2 0.5 -0.1
1.3 -0.1 -0.1
-0.6 0.0 -0.4
-0.2 -0.6 -0.2
0.3 0.1 -0.2
0.3 0.0 -0.6
-0.1 0.0 0.4
-0.7 0.4 -0.2
0.3 -0.2 0.2
-0.9 -0.4 -0.3
-0.2 -0.3 0.0
0.4 -0.5 -0.4
-0.4 1.1 0.4
-0.8 1.1 -0.9
1.0 -1.8 -1.1
0.1 -1.0 2.1
0.1 -0.1 -0.6
0.5 -0.5 -0.6
-0.1 0.6 1.8
0.4 -0.6 0.0
0.6 0.1 -0.2
0.9 -0.1 -0.7
-1.8 0.9 1.6
1.6 -1.0 0.1
-1.1 0.9 -0.1
-0.1 0.1 -0.8
-0.3 0.9 0.2
-0.1 0.1 -0.1
-0.2 0.2 0.1
-1.0 -0.7 -0.2
-0.6 0.6 0.8
1.3 0.0 -1.0
-0.2 -0.6 -0.4
0.4 1.0 -0.6
0.1 0.7 0.5
-0.5 -1.1 -0.7
-0.4 0.5 0.1
0.0 -0.4 -0.6
-0.2 0.8 3.3
1.0 -0.4 -1.1
-0.9 0.2 -1.1
-0.2 -0.2 2.2
0.2 -0.1 -2.3
-0.1 -0.5 0.0
-0.2 0.1 0.3
0.2 -0.2 -1.1
0.4 -0.3 -0.1
-0.7 1.0 0.7
-0.5 0.7 -0.2
-0.8 -0.3 -0.3
0.7 -0.5 -0.7
0.4 -0.3 0.7
0.2 0.0 -0.3
0.2 0.2 -0.2
0.0 0.2 -0.1
0.2 -0.4 0.4
0.4 -0.1 0.3
-0.2 0.0 0.3
0.4 -0.2 1.6
0.1 -0.5 -0.9

The total energy comes out at -185619.473 eV. As for the energy above the lowest of the compared OMol25 structures with the same formula, charge and spin: 17.3 kcal/mol. The net charge is -1. The LUMO energy comes out at 1.80 eV.


Q: The lowest net charge belongs to which entry?
A: C35H29F5N4O6PRb